C4H2F2O | ωB97M-V with the def2-TZVPD basis set

As for the total energy: -428.37441 Ha. Its spin multiplicity is 1.

Atoms and positions in Å:
F -0.38473 -1.28610 -1.18394
F -0.83558 -1.52355 0.96421
O -1.53020 0.35836 -0.19728
C 0.79594 0.60830 -0.28664
C 2.31994 0.65775 1.73238
C -0.48698 -0.44329 -0.13009
C 1.49844 0.88994 0.79985
H 0.98968 0.83953 -1.31729
H -2.36652 -0.10095 -0.38120


C4H2F3N | ωB97M-V with the def2-TZVPD basis set

As for the total energy: -507.91724 Ha. Its spin multiplicity is 1. Its SMILES is N#C[C@H](F)C=C(F)F.

Atoms and positions in Å:
F -1.21957 1.56915 -0.55388
F 2.00712 0.52143 1.08305
F 2.71980 -0.66975 -0.53691
N -2.73882 -1.24716 0.29279
C -0.76553 0.41635 0.18017
C 1.64128 -0.14966 -0.00389
C -1.91499 -0.44453 0.29999
C 0.40237 -0.21952 -0.50894
H -0.50953 0.81241 1.16704
H 0.37787 -0.58871 -1.41942


C4H2F4 | ωB97M-V with the def2-TZVPD basis set

As for the total energy: -552.90096 Ha. Its spin multiplicity is 1.

Atoms and positions in Å:
F -0.56641 -1.27507 -0.70762
F -4.64485 -0.14383 0.03887
F -3.11945 1.77215 -0.32007
F -3.05443 -1.58234 0.28736
C -1.02700 0.99788 0.23423
C -3.36813 -0.31697 0.03483
C -2.42328 0.67754 0.00194
C -0.17492 -0.22045 0.07219
H -0.20985 -0.63020 1.03502
H 0.84359 0.09987 -0.31284